The following is a quantum chemistry calculation of a structure of composition C5H5O5Sr in a non-equilibrium geometry, from the Open Molecules 2025 dataset.

Positions of all 16 atoms, in Å:
O -1.42 2.12 1.65
O -0.16 -0.27 1.15
H 0.39 -1.65 -1.08
O 0.24 0.37 -1.39
O -2.04 0.64 -2.16
C 0.96 -0.73 -0.88
H 0.16 -0.38 3.27
C -1.23 0.05 -2.85
C -0.20 0.26 2.46
O -1.07 -0.66 -3.78
C 1.14 -0.56 0.62
Sr -1.22 1.39 -0.16
H 1.83 0.26 0.86
C -0.83 1.45 2.56
H 1.96 -0.81 -1.35
H 1.52 -1.49 1.08

The energy above the lowest of the compared OMol25 structures with the same formula, charge and spin comes out at 5.5 kJ/mol. Its HOMO-LUMO gap (alpha / beta) is 7.44 / 7.79 eV. The HOMO energy (alpha / beta) comes out at -7.71 / -8.08 eV. The multiplicity is 2.



The following is a quantum chemistry calculation of a cluster of 2 separate species, C5H14 in total in a non-equilibrium geometry, from the Open Molecules 2025 dataset.

Positions of all 19 atoms, in Å:
H 1.93 0.32 1.92
H -3.03 -2.31 -1.03
H 0.81 1.53 1.99
C -2.41 -1.97 -0.21
H 0.16 2.05 -1.67
H -0.70 -2.32 -1.46
H -0.80 -3.31 0.03
H 1.53 2.86 -1.00
H 0.33 0.25 0.09
C -0.96 -2.32 -0.40
H -2.67 -0.92 -0.01
C 1.66 1.22 1.36
C 0.68 2.22 -0.72
H 2.51 1.91 1.35
H -0.25 -1.61 0.00
C 1.16 0.95 -0.05
H 0.02 2.85 -0.12
H 1.94 0.42 -0.60
H -2.89 -2.40 0.69

The SMILES is CCC.CC. The energy above the lowest of the compared OMol25 structures with the same formula, charge and spin comes out at 37.6 kJ/mol. Its HOMO-LUMO gap is 12.37 eV. The HOMO energy comes out at -11.29 eV. The multiplicity is 1.



The following is a quantum chemistry calculation of a structure of composition C35H59FN11NiO3 in a non-equilibrium geometry, from the Open Molecules 2025 dataset.

Positions of all 110 atoms, in Å:
C -4.28 -0.33 -0.09
C -4.38 0.31 2.17
H 1.50 -4.08 -1.25
H 5.14 -0.85 0.72
C 0.11 -5.14 1.64
H -1.30 1.31 3.23
H 1.43 4.82 1.60
C -4.44 0.97 4.48
C -0.60 -2.58 -1.25
H 0.04 -2.39 -2.12
C 5.52 -0.20 -3.27
H 0.56 -5.56 -1.01
C -2.38 -0.54 -1.59
C -2.00 -2.07 -1.55
H 0.07 3.03 -2.67
H 2.83 -2.61 3.08
C 3.66 3.16 0.81
H -8.00 -1.03 2.35
H -7.15 1.06 3.31
H -2.70 -2.52 -0.84
H -2.31 1.85 -1.33
H 3.06 -2.12 0.51
C -5.09 0.49 3.37
F -2.47 1.74 5.51
H -0.38 -4.60 2.44
H -0.61 -5.84 1.21
C -6.95 -1.24 -0.12
H 3.90 3.50 1.82
C 0.36 0.42 -3.78
N 2.17 0.13 -2.05
C -3.00 0.59 2.12
H 1.69 1.93 -2.98
H 4.37 2.26 -3.93
C 1.53 5.00 -1.77
C 0.51 -1.39 2.83
C -2.36 1.08 3.27
H 0.52 -0.27 -4.61
H 5.42 2.35 -2.51
N 1.45 4.41 -0.45
H 0.93 -5.73 2.06
H 2.27 -2.14 -1.08
N 2.32 2.62 0.74
H -4.97 1.12 5.41
H 3.77 4.00 0.13
C -6.56 0.15 3.44
N 3.95 -0.94 -0.98
N 0.66 2.21 -0.82
O -0.43 -0.34 -2.92
N 0.07 -2.02 -0.07
H 2.38 5.69 -1.81
C -6.48 -0.33 1.00
C 5.24 -0.75 -0.36
H -8.01 -1.44 0.02
H 5.63 0.24 -0.58
C 1.22 -4.84 -0.53
H 1.94 0.55 0.64
H -6.43 -1.81 2.55
H -0.12 -1.78 3.64
N -5.01 -0.15 1.02
C -1.47 1.69 -2.01
N 4.40 0.54 -2.71
H 1.63 -3.83 3.55
H -4.78 -0.64 -1.00
C 3.23 -2.12 -0.57
C 1.74 0.87 -3.22
N -1.07 0.30 -1.79
H 4.40 2.40 0.52
H 1.71 4.23 -2.52
H 5.58 0.00 -4.34
N 0.55 -4.23 0.61
C -3.08 1.27 4.41
H 2.45 0.75 -4.04
H -0.71 -3.66 -1.15
H 1.23 1.39 2.04
C 0.52 -2.86 0.82
Ni 0.49 0.07 -0.53
H 3.80 -3.02 -0.83
C -2.93 -0.14 -0.19
H 0.75 6.09 0.57
C -6.92 -0.86 2.36
C 3.45 -0.08 -1.92
H -6.83 -0.78 -1.10
H 5.36 -1.27 -3.13
H -6.92 0.66 0.86
H 5.97 -1.50 -0.70
H 1.33 -0.83 3.28
N 1.04 -2.47 2.03
C 4.46 1.98 -2.88
O -0.98 0.64 0.92
C -0.37 2.72 -1.72
H 2.50 5.88 0.66
H 2.50 -3.98 2.01
C 2.04 -3.27 2.70
H 2.99 1.08 1.97
H -0.17 1.29 -4.18
C 1.44 3.05 -0.23
H 6.47 0.08 -2.81
C 2.11 1.34 1.38
H -0.08 -0.72 2.22
H -0.85 3.61 -1.29
H 2.13 -5.36 -0.20
H -2.27 -2.44 -2.54
C -2.21 0.36 0.91
O -3.24 -0.28 -2.54
H 3.67 2.45 -2.31
H -6.42 -2.19 -0.11
H -6.79 -0.24 4.43
H -1.87 1.80 -3.01
C 1.54 5.35 0.65
H 0.63 5.55 -2.04

The energy above the lowest of the compared OMol25 structures with the same formula, charge and spin comes out at 366.7 kJ/mol. Its HOMO-LUMO gap (alpha / beta) is 7.39 / 7.35 eV. As for the charge: +1. The HOMO energy (alpha / beta) comes out at -9.07 / -9.07 eV. The multiplicity is 3.



The following is a quantum chemistry calculation of a structure of composition C31H32N6O7V in a non-equilibrium geometry, from the Open Molecules 2025 dataset.

Positions of all 77 atoms, in Å:
H -3.00 3.93 -3.22
C 3.56 3.18 -0.37
C 0.18 -6.54 -1.70
C -1.19 -4.83 -0.70
O -1.51 3.00 -0.70
N -1.31 0.24 -1.12
H 2.17 -5.96 -2.25
H 7.45 0.60 -2.30
H -6.05 0.74 -2.46
C -2.80 4.32 -2.22
H 2.27 4.25 0.99
O 0.98 0.37 1.86
H 0.42 3.19 -2.45
N -1.15 -2.38 0.71
H 4.40 3.87 -0.32
N -5.81 1.16 -3.34
C 2.93 1.48 3.63
C -2.05 1.22 3.73
H -1.85 -6.83 -1.08
C -0.13 -3.93 -0.81
C 0.17 0.93 2.72
C 1.07 -4.33 -1.38
H 2.98 0.84 2.76
H 6.57 0.96 -3.80
H 4.92 -0.17 -1.72
C 3.67 2.05 -1.18
H -6.54 1.33 -4.00
H -2.05 0.32 -4.41
O -4.29 1.36 -4.99
H -3.08 0.88 3.83
N 1.45 1.38 -0.58
C 4.93 1.89 -1.97
C 2.59 1.18 -1.26
C 1.23 -5.64 -1.82
C -1.17 0.15 -2.46
C -0.28 4.02 -2.47
O 0.57 -1.64 -0.61
H -3.65 4.09 -1.57
C -4.54 1.09 -3.83
H 0.42 2.65 0.68
C -2.55 0.54 -0.66
H 1.88 -3.62 -1.44
N -0.98 -1.13 1.21
C -1.58 -0.75 2.29
H 0.07 3.62 4.80
C -2.20 0.39 -3.34
C 0.61 2.02 3.53
H 7.29 -1.27 -3.70
C 6.57 0.34 -2.89
H 3.87 2.03 3.72
C -1.63 2.36 4.37
H -2.65 0.63 0.41
H -2.32 2.96 4.96
O 1.91 2.47 3.52
N 5.36 0.62 -2.15
H 0.20 4.87 -1.98
C -1.54 3.70 -1.69
C -3.47 0.72 -2.86
O 5.54 2.86 -2.40
H -2.11 -4.50 -0.24
V 0.10 0.06 0.18
H 2.61 0.31 -1.89
C -1.19 0.50 2.91
H -0.19 -0.13 -2.81
C -0.25 -2.57 -0.24
C -1.03 -6.13 -1.16
C 1.36 2.48 0.18
C 2.39 3.40 0.33
C -0.30 2.75 4.28
H -2.32 -1.40 2.76
H -4.57 1.04 -1.02
H -2.67 5.40 -2.30
O 6.52 -1.03 -3.18
H 2.78 0.87 4.53
H -0.51 4.31 -3.49
H 0.30 -7.56 -2.04
C -3.63 0.77 -1.47

The energy above the lowest of the compared OMol25 structures with the same formula, charge and spin comes out at 229.7 kJ/mol. Its HOMO-LUMO gap (alpha / beta) is 5.50 / 7.25 eV. The HOMO energy (alpha / beta) comes out at -5.72 / -7.50 eV. The multiplicity is 4.



The following is a quantum chemistry calculation of a structure of composition C33H57CuIN2O2Si in a non-equilibrium geometry, from the Open Molecules 2025 dataset.

Positions of all 97 atoms, in Å:
C 2.67 -2.74 -0.66
C 1.86 -0.97 -6.85
H 0.38 -2.26 -3.90
C -1.69 -0.19 2.64
N -1.62 1.26 0.08
H 1.28 -0.57 3.01
H -2.62 -0.17 4.55
H 2.35 -0.29 -7.57
C -0.25 3.73 -0.55
H 2.41 -0.69 -1.28
C -2.13 -0.89 3.90
H 0.65 -2.77 -6.93
O 0.60 -1.57 -1.33
C 1.02 -3.92 2.48
C 1.27 -2.16 -7.59
C 4.48 2.17 -4.91
H -3.49 1.24 -4.08
H -2.85 -1.69 3.67
H -3.62 -2.71 1.93
H 0.67 -1.84 -8.45
H 2.21 -1.89 -2.60
H 5.23 2.68 -5.53
H -1.18 -2.44 -1.73
H 1.42 1.10 -4.50
H -4.03 2.73 1.82
H 0.07 -3.55 -1.11
C -2.15 1.11 2.40
H -2.90 3.76 0.91
C -1.46 3.64 -2.74
C -1.13 3.03 -1.53
H 0.57 3.07 -0.20
H 2.28 5.45 -4.07
C -3.15 -0.21 -1.81
H -1.04 4.63 -2.94
H 2.01 -4.19 2.84
H 3.12 4.55 -2.78
H 2.20 2.84 -7.24
C -0.17 0.39 -6.80
H -2.56 3.51 -4.58
C 2.43 3.70 -6.60
N -0.90 -0.82 1.78
H 2.47 -3.75 -1.03
H -3.95 2.61 0.04
Si 2.88 3.16 -4.85
H -3.93 -0.48 -2.53
H 0.57 2.61 -4.10
H -1.42 -1.39 -6.92
C -0.12 -2.71 -1.81
H 4.89 2.04 -3.90
H 3.75 -2.58 -0.67
H -1.28 -1.34 4.44
H 1.76 1.93 -2.97
C 1.71 -1.57 2.88
H -3.28 -3.50 0.39
H 2.33 -2.67 0.38
C -2.90 -2.77 1.11
H -2.60 1.63 3.23
C -2.83 1.74 -3.37
C 3.11 4.74 -3.86
H -3.62 -0.20 -0.82
H -0.80 4.07 0.33
C -2.33 1.66 1.13
H -2.25 0.14 -7.22
Cu 0.04 0.27 0.43
H -1.90 -5.26 1.36
H 2.09 -2.78 -7.97
H 2.62 -1.30 -6.13
H 2.54 -1.49 2.17
C -1.49 -0.34 -6.61
H 4.05 5.24 -4.13
H 4.31 1.17 -5.33
H -2.40 -1.02 -1.81
H -0.24 1.41 -6.39
C -2.55 1.11 -2.16
C -1.73 1.78 -1.22
C 0.70 -2.57 2.41
H -1.81 -0.30 -5.56
C -1.52 -3.17 1.55
C 2.02 -1.69 -1.53
H -2.88 -1.78 0.62
H 0.22 4.60 -1.04
C -2.31 3.01 -3.65
C 0.10 -4.89 2.11
C 0.24 -3.12 -3.23
C -0.57 -2.19 1.91
H 3.27 4.25 -7.05
H 1.56 4.36 -6.59
H 0.07 0.46 -7.88
H 2.14 -1.89 3.84
C 1.54 2.10 -4.04
H -0.57 -3.73 -3.63
C -3.35 2.76 0.95
H 1.16 -3.72 -3.23
O 0.91 -0.24 -6.06
I 2.25 1.24 0.43
C -1.17 -4.51 1.65
H 0.37 -5.95 2.16

The energy above the lowest of the compared OMol25 structures with the same formula, charge and spin comes out at 0.0 kJ/mol. Its HOMO-LUMO gap (alpha / beta) is 8.44 / 6.38 eV. The HOMO energy (alpha / beta) comes out at -7.79 / -7.77 eV. The multiplicity is 2.



The following is a quantum chemistry calculation of a structure of composition C10H21ClI2N4OPRe in a non-equilibrium geometry, from the Open Molecules 2025 dataset.

Positions of all 41 atoms, in Å:
H 4.39 0.23 -2.67
H -0.68 -1.26 2.22
H 3.23 1.36 -3.77
H -1.24 -2.42 -1.20
C 1.23 -0.41 0.54
H 4.67 2.08 -2.82
C -2.83 -2.58 1.72
C 3.87 1.28 -2.81
H -2.47 1.08 0.15
H -3.83 0.68 1.85
C 4.00 1.58 -0.21
H -4.62 -2.40 -0.12
I 3.77 1.77 2.90
N -2.73 -1.15 2.16
Cl -0.22 0.01 -3.30
C -3.67 -1.95 -0.45
N -1.10 -0.65 0.17
H -3.86 -2.90 1.91
Re 0.38 0.09 -0.85
C -2.39 0.11 -0.39
H -2.06 -3.20 2.26
H -1.35 0.45 2.01
H -4.74 -0.93 1.80
C -1.41 -0.61 1.74
P 2.48 1.43 -1.18
C 2.47 3.36 -1.35
C -1.33 -2.18 -0.13
H 3.72 2.08 0.98
H 3.43 3.95 -1.66
H -0.69 -2.71 0.58
H -2.19 0.22 -1.48
H -3.50 -2.00 -1.55
H 2.10 3.71 -0.32
H 4.90 2.26 -0.47
N -2.64 -2.69 0.27
H 1.72 3.63 -2.14
C -3.82 -0.41 1.52
O 1.53 -0.51 1.88
H 4.45 0.57 0.13
N -3.72 -0.51 -0.05
I 4.74 -0.45 2.15

Its HOMO-LUMO gap (alpha / beta) is 5.63 / 4.59 eV. As for the charge: +3. The HOMO energy (alpha / beta) comes out at -18.33 / -18.47 eV. The multiplicity is 4.



The following is a quantum chemistry calculation of an isolated molecule of C5H7NO in a non-equilibrium geometry, from the Open Molecules 2025 dataset.

Positions of all 14 atoms, in Å:
C 0.76 -1.58 -0.57
H 0.90 2.79 0.47
O 0.89 0.85 -0.91
C -0.16 2.32 0.43
H -0.56 2.29 1.37
H -2.40 -2.11 0.47
H 2.00 -0.44 -1.86
C -0.33 -1.54 0.15
H -0.88 2.93 -0.27
C -1.40 -1.74 0.89
C 1.21 -0.38 -1.26
N 0.01 0.92 0.08
H -1.40 -1.80 1.91
H 1.35 -2.51 -0.91

The energy above the lowest of the compared OMol25 structures with the same formula, charge and spin comes out at 649.8 kJ/mol. Its HOMO-LUMO gap (alpha / beta) is 7.71 / 8.59 eV. The HOMO energy (alpha / beta) comes out at -7.30 / -8.29 eV. The multiplicity is 1.



The following is a quantum chemistry calculation of a structure of composition C4H11NNiO5Si2 in a non-equilibrium geometry, from the Open Molecules 2025 dataset.

Positions of all 24 atoms, in Å:
C 1.72 0.99 -0.08
N -0.85 2.70 2.09
O 0.13 2.70 2.75
H 2.52 -2.75 -0.82
H 0.65 1.61 -1.93
O 1.33 -1.06 1.83
O 2.47 -0.28 -0.04
H 1.83 -3.49 0.79
O -0.55 3.04 0.77
H -1.17 -1.66 0.24
H 2.43 1.76 -0.51
H -2.88 -0.75 -1.27
O -2.03 0.68 0.83
Si -1.15 1.72 -0.22
Ni -3.01 -0.55 -2.92
H -3.39 -1.53 1.01
C 1.71 -2.71 -0.03
C 0.40 0.95 -1.03
Si -2.41 -0.85 0.15
H 1.45 1.33 0.96
H -1.98 2.33 -1.28
H 0.70 -2.82 -0.53
C 1.81 -1.27 0.66
H 0.28 -0.10 -1.43

Its HOMO-LUMO gap (alpha / beta) is 6.93 / 3.88 eV. As for the charge: +2. The HOMO energy (alpha / beta) comes out at -16.21 / -16.21 eV. The multiplicity is 3.



The following is a quantum chemistry calculation of a structure of composition C18H10Cl5N5ScSe, from the Open Molecules 2025 dataset.

Positions of all 40 atoms, in Å:
C -0.51 2.91 -0.96
Cl -3.39 0.41 0.18
H -2.31 -1.10 2.46
C 0.93 -1.33 2.18
Se -0.86 2.50 1.90
H 2.21 -2.56 3.39
C -3.22 -2.72 -2.35
Cl -4.27 -3.84 -3.09
H 1.90 3.55 1.34
H 4.71 -0.36 0.09
C 1.55 3.53 -2.04
Cl 0.72 -1.96 -2.23
C -1.84 -2.79 -2.57
C -1.30 -1.43 2.67
Cl -5.42 -1.63 -1.18
N 3.23 -1.08 1.30
N 0.22 -2.74 3.93
Cl -1.21 -4.01 -3.59
H 3.17 4.04 -0.72
H -1.81 -2.75 4.29
C 1.43 3.45 0.37
H -1.58 2.71 -1.03
C 1.96 -0.75 1.31
C 2.79 0.46 -0.23
H 2.11 3.72 -2.94
C 0.23 3.13 -2.12
C -1.00 -1.86 -1.96
C -3.74 -1.73 -1.50
C -2.84 -0.85 -0.94
H 2.95 1.15 -1.03
N 3.73 -0.31 0.32
C 1.20 -2.24 3.19
Sc -0.55 0.61 0.27
N 1.64 0.20 0.38
C 2.14 3.70 -0.79
N -0.32 -0.92 1.92
C -1.47 -0.85 -1.14
H -0.25 3.02 -3.09
C 0.08 3.06 0.31
C -1.01 -2.34 3.68

The energy above the lowest of the compared OMol25 structures with the same formula, charge and spin comes out at 26.6 kJ/mol. Its HOMO-LUMO gap is 7.36 eV. As for the charge: +1. The HOMO energy comes out at -11.52 eV. The multiplicity is 1.



Q: What is the multiplicity in the ninth record?
A: 1



Q: What is the formula in the third record?
A: C35H59FN11NiO3



Q: What is the multiplicity in the ninth record?
A: 1



Q: multiplicity of number 4 (C31H32N6O7V)?
A: 4